The following is a DFT calculation (wB97M-V/def2-TZVPD) of C10H24F10FeN10O30S6 as an isolated structure in a non-equilibrium geometry.

Last column: Löwdin charge in e.
Element x y z (Å)
F: 5.359 0.011 -2.795  0.096
H: 2.368 3.720 1.177  0.094
F: 0.605 -1.598 2.252  -0.197
O: 1.225 1.976 -0.257  -0.261
O: 5.224 -2.392 0.605  -0.267
C: -3.553 -0.247 4.021  0.035
N: -4.138 4.290 -0.086  -0.455
O: -1.133 1.009 -0.473  -0.289
N: 2.689 -2.638 0.432  -0.337
N: 0.744 -1.735 5.483  -0.465
C: 1.399 4.898 -2.240  0.064
O: 1.767 0.501 2.171  -0.263
H: 1.314 3.961 -1.689  0.083
H: -1.357 1.107 -6.887  0.084
H: 0.158 0.907 -7.819  0.103
H: -5.772 -1.200 -0.477  0.098
H: -2.090 -4.493 2.612  0.105
C: -5.067 -0.446 -0.127  0.059
O: 3.414 4.252 -3.283  0.080
O: -2.492 -0.331 6.029  0.042
S: 0.547 -0.082 1.598  0.675
S: -0.974 -2.664 -3.338  0.606
C: -3.088 3.164 0.111  0.060
H: -0.361 -3.946 2.662  0.080
F: 4.905 0.174 -4.917  0.092
H: 2.355 -1.420 6.650  0.097
O: -4.485 4.617 -1.162  0.076
O: 3.981 -1.390 2.379  -0.256
O: -0.165 -2.853 -4.622  -0.336
F: -2.153 -0.874 -5.003  0.162
O: 0.820 5.166 2.962  0.020
F: 3.608 1.095 -3.414  0.100
H: 1.677 0.129 6.110  0.096
F: 2.052 -4.893 0.950  -0.230
O: 1.211 -2.823 5.489  0.083
O: -0.173 -1.300 4.861  0.054
O: -4.478 4.866 0.928  0.040
H: -3.676 2.277 0.347  0.074
O: -0.695 0.502 2.112  -0.261
N: -1.293 -4.118 0.802  -0.348
H: -0.299 2.266 -6.558  0.094
F: 3.652 -0.510 0.256  -0.205
O: 4.232 -4.735 1.573  -0.305
O: -2.937 -1.080 0.516  0.082
N: 1.904 4.613 3.213  -0.425
O: -1.669 -3.907 -3.030  -0.329
S: 0.311 0.854 -0.502  0.468
O: 2.506 -1.856 -4.794  -0.319
C: 4.334 -0.002 -3.687  -0.547
H: -0.652 -5.591 2.174  0.118
H: 1.321 2.794 2.263  0.066
C: 2.142 3.509 2.222  0.029
H: -4.142 0.484 3.466  0.095
N: -4.106 -1.204 0.763  -0.404
F: -3.487 -1.757 -3.563  0.125
O: 4.254 -2.727 -3.332  -0.325
C: 1.432 -0.864 6.486  0.055
H: -5.597 0.276 0.493  0.091
O: -3.096 1.600 5.438  0.061
C: -0.273 1.221 -6.868  0.024
O: 0.889 0.912 -4.888  0.052
O: -0.329 -3.548 0.223  -0.047
C: -2.282 -1.230 -3.753  -0.666
O: 2.393 -1.512 -2.313  -0.404
O: -0.171 -2.183 -2.217  -0.408
H: -2.256 3.284 0.805  0.102
O: 2.302 -3.846 2.887  -0.332
N: 0.656 -0.571 -0.116  -0.312
H: -4.606 0.120 -0.936  0.094
N: 2.282 4.582 -3.393  -0.470
O: 2.561 4.722 4.214  0.072
H: 2.892 2.888 2.711  0.094
S: 3.930 -1.879 1.062  0.412
H: -2.686 2.891 -0.864  0.077
H: 0.661 -0.825 7.255  0.099
C: -1.094 -4.595 2.182  0.071
F: 0.577 0.846 -2.096  -0.171
H: 1.872 5.748 -1.748  0.100
H: -4.094 -1.108 4.415  0.103
Fe: 1.241 -2.275 -0.716  1.041
S: 3.047 -3.906 1.654  0.472
O: 1.803 4.543 -4.505  0.035
O: -4.492 -1.897 1.720  0.016
H: 0.460 5.228 -2.685  0.094
O: 0.707 -0.789 -6.141  0.022
S: 3.251 -1.671 -3.516  0.606
N: 0.370 0.386 -5.856  -0.399
N: -2.988 0.415 5.227  -0.453
H: -2.702 -0.504 3.391  0.077
F: -2.040 -0.268 -2.909  0.149
O: -2.263 -4.522 0.225  0.133

Forces on atoms 1 to 6 (eV/Å):
F -0.713 -0.498 -0.560
H -0.041 0.711 0.474
F -0.543 1.865 -1.691
O -1.588 -1.956 1.582
O -2.270 1.076 -0.592
C 0.273 0.657 -0.314

Its spin multiplicity is 7. The calculation puts the LUMO energy (spin up / spin down) at 0.1105 / 0.0470 Eh. For the highest occupied orbital energy (spin up / spin down), the calculation gives -1.8 / -4.7 eV. The charge is -2. The calculation puts the strongest force on any atom at 0.217 Eh/bohr. Its total energy is -7850.7356 Ha.

The following is a DFT calculation (wB97M-V/def2-TZVPD) of C10H24F3KN3O3P as an isolated structure in a non-equilibrium geometry.

Last column: natural (NBO) charge in e.
Element x y z (Å)
C: 12.809 8.175 -11.843  -0.429
N: 13.126 6.762 -11.749  -0.820
H: 12.346 2.202 -12.056  0.233
C: 9.344 -0.393 -11.899  -0.633
H: 13.672 8.689 -12.266  0.229
H: 14.622 4.134 -8.636  0.126
O: 13.128 1.457 -10.385  -0.300
H: 9.450 -1.183 -11.155  0.231
H: 14.667 7.417 -8.070  0.223
H: 12.638 8.860 -11.013  0.204
P: 14.501 6.439 -10.862  2.380
C: 10.608 0.141 -12.596  -0.076
H: 8.595 -0.775 -12.593  0.229
H: 15.652 3.959 -13.383  0.201
C: 12.626 1.226 -11.660  0.223
H: 13.458 6.416 -7.239  0.203
H: 16.509 3.558 -10.879  0.155
K: 15.167 1.364 -8.278  0.993
O: 11.428 0.547 -11.483  -0.522
H: 12.919 4.412 -8.328  0.201
C: 16.430 4.645 -10.900  -0.407
H: 12.043 8.264 -12.614  0.200
H: 11.270 6.335 -12.689  0.218
H: 12.080 4.848 -12.213  0.189
H: 10.426 0.942 -13.313  0.189
O: 15.450 7.588 -10.672  -1.084
H: 11.396 5.830 -10.971  0.190
H: 11.105 -0.704 -13.072  0.183
F: 13.850 -0.624 -12.455  -0.301
C: 13.726 6.880 -8.188  -0.409
H: 16.547 5.003 -9.878  0.219
C: 13.550 0.613 -12.782  0.948
C: 15.328 4.937 -13.026  -0.421
N: 15.268 5.086 -11.583  -0.789
H: 13.221 4.013 -9.894  0.214
C: 11.911 5.887 -11.929  -0.397
H: 16.165 5.512 -13.422  0.193
H: 8.792 0.474 -11.536  0.216
H: 14.447 5.223 -13.601  0.228
C: 13.707 4.535 -9.070  -0.407
F: 13.000 0.692 -14.006  -0.302
H: 12.966 7.605 -8.480  0.205
H: 17.322 4.854 -11.491  0.205
N: 13.882 5.947 -9.329  -0.815
F: 14.710 1.257 -12.908  -0.315

Forces on atoms 1 to 6 (eV/Å):
C 0.884 1.264 -1.851
N -0.354 -0.743 -0.384
H 0.413 1.072 -0.032
C -0.990 0.972 -1.039
H 0.193 -0.144 -0.300
H 0.310 -0.817 -0.276

Its spin multiplicity is 2. The energy relative to the best compared isomer or geometry (same formula, charge and spin) is 84.2 kJ/mol. The calculation puts the LUMO energy (spin up / spin down) at -0.1429 / -0.2331 Eh. For the highest occupied orbital energy (spin up / spin down), the calculation gives -10.9 / -10.9 eV. The charge is +1. The calculation puts the strongest force on any atom at 0.053 Eh/bohr. Its total energy is -2026.0263 Ha.